(1)
C2H5N2OP | ωB97M-V/def2-TZVPD

Lowest unoccupied orbital energy in eV: 0.30
Energy above the lowest of the compared OMol25 structures with the same formula, charge and spin in kcal per mole: 80.6
Structure (SMILES): [H]/N=N/P/C=C\O

Cartesian coordinates (Å):
H (1.701, -2.242, 0.763)
N (1.030, -1.457, 0.764)
N (1.586, -0.372, 1.060)
P (0.515, 1.044, 1.119)
C (-1.005, 0.446, 0.414)
C (-1.239, 0.148, -0.838)
O (-0.449, 0.197, -1.888)
H (1.224, 1.374, -0.106)
H (-1.580, 0.208, 1.276)
H (-2.288, -0.127, -1.012)
H (0.504, 0.780, -1.552)

Results of the Löwdin charge analysis, in e, for atoms 1 through 4: 0.05 -0.03 -0.34 0.85



(2)
C34H59IN4O10P3 | ωB97M-V/def2-TZVPD

Lowest unoccupied orbital energy in eV: -2.58
Total charge: +1

Cartesian coordinates (Å):
C (4.142, -2.092, 1.138)
C (3.317, -3.330, 0.779)
O (1.956, -2.912, 0.562)
C (1.106, -3.938, 0.123)
C (0.974, -3.965, -1.410)
O (1.151, -2.670, -1.979)
N (0.144, -1.751, -1.658)
C (-1.113, -1.991, -2.389)
C (-2.210, -0.964, -2.036)
I (-3.829, -1.652, -3.281)
C (-1.765, 0.519, -2.212)
C (-2.684, 1.521, -1.437)
C (-4.160, 1.199, -1.235)
C (-4.905, 2.371, -0.570)
P (-4.273, 3.173, 0.923)
O (-5.240, 4.202, 1.380)
O (-3.909, 2.098, 2.045)
C (-4.806, 0.991, 2.242)
C (-6.231, 1.391, 2.624)
O (-2.818, 3.774, 0.592)
C (-2.793, 4.882, -0.327)
C (-1.407, 5.539, -0.294)
P (-1.762, 0.909, -4.072)
C (-3.308, 1.838, -4.424)
C (-0.516, 2.189, -4.466)
C (-0.369, 0.658, -1.507)
P (0.185, 2.447, -1.311)
C (1.824, 2.710, -2.103)
C (1.920, 4.131, -2.721)
C (0.377, 2.733, 0.501)
C (0.643, 1.549, 1.452)
C (0.717, -0.319, -1.988)
N (1.940, -0.175, -1.257)
O (0.911, -0.258, -3.338)
H (3.662, -1.236, 0.660)
H (4.103, -1.914, 2.209)
H (5.163, -2.191, 0.786)
H (3.688, -3.798, -0.139)
H (3.308, -4.047, 1.603)
H (1.433, -4.932, 0.446)
H (0.123, -3.780, 0.575)
H (1.762, -4.562, -1.871)
H (0.028, -4.436, -1.687)
H (-0.053, -1.740, -0.650)
H (-0.936, -1.956, -3.465)
H (-1.495, -2.987, -2.156)
H (-2.527, -1.132, -1.001)
H (-2.588, 2.479, -1.949)
H (-2.245, 1.692, -0.443)
H (-4.326, 0.256, -0.712)
H (-4.634, 1.080, -2.214)
H (-4.897, 3.189, -1.300)
H (-5.955, 2.126, -0.407)
H (-4.375, 0.423, 3.067)
H (-4.818, 0.316, 1.385)
H (-6.268, 2.375, 3.086)
H (-6.907, 1.392, 1.766)
H (-6.628, 0.653, 3.325)
H (-3.555, 5.610, -0.055)
H (-3.017, 4.535, -1.338)
H (-1.506, 6.586, 0.005)
H (-0.931, 5.537, -1.273)
H (-0.770, 5.066, 0.453)
H (-4.093, 1.144, -4.726)
H (-3.653, 2.492, -3.624)
H (-3.085, 2.464, -5.292)
H (-0.522, 3.043, -3.781)
H (0.480, 1.775, -4.572)
H (-0.821, 2.575, -5.443)
H (-0.579, 0.360, -0.466)
H (2.038, 1.965, -2.863)
H (2.588, 2.632, -1.324)
H (2.638, 4.750, -2.190)
H (0.949, 4.628, -2.756)
H (2.262, 4.057, -3.757)
H (-0.529, 3.258, 0.812)
H (1.215, 3.434, 0.574)
H (1.288, 1.849, 2.281)
H (1.120, 0.708, 0.959)
H (-0.295, 1.204, 1.892)
H (1.916, -0.620, -0.350)
H (2.736, -0.513, -1.778)
H (1.691, -0.760, -3.591)
C (-4.292, -4.028, 6.978)
C (-3.061, -4.352, 6.422)
C (-2.761, -3.968, 5.126)
C (-3.710, -3.259, 4.410)
C (-4.944, -2.930, 4.942)
C (-5.232, -3.322, 6.238)
N (-3.394, -2.832, 3.043)
O (-2.313, -3.141, 2.582)
O (-4.221, -2.180, 2.445)
H (-4.520, -4.327, 7.992)
H (-2.332, -4.902, 7.000)
H (-1.808, -4.213, 4.684)
H (-5.666, -2.380, 4.358)
H (-6.190, -3.074, 6.672)
C (10.731, -2.506, -0.528)
C (10.082, -2.808, 0.662)
C (8.977, -2.071, 1.057)
C (8.542, -1.042, 0.243)
C (9.176, -0.721, -0.943)
C (10.281, -1.463, -1.326)
N (7.360, -0.266, 0.649)
O (6.828, -0.555, 1.701)
O (6.974, 0.611, -0.094)
H (11.592, -3.085, -0.833)
H (10.436, -3.617, 1.285)
H (8.466, -2.293, 1.982)
H (8.817, 0.093, -1.555)
H (10.791, -1.227, -2.250)

Results of the Löwdin charge analysis, in e, for atoms 1 through 4: -0.04 -0.22 -0.17 -0.19



(3)
C4H11Cl2N2O2 | ωB97M-V/def2-TZVPD

Lowest unoccupied orbital energy in eV: -3.06
Energy above the lowest of the compared OMol25 structures with the same formula, charge and spin in kcal per mole: 35.3
Total charge: +1

Cartesian coordinates (Å):
C (-0.519, -1.162, -0.741)
C (0.839, -1.836, 2.212)
C (-0.308, 0.251, -0.192)
C (-0.867, 1.313, -1.136)
N (1.129, -0.640, 2.318)
N (1.201, 0.488, -0.043)
O (-0.428, 2.578, -0.651)
O (-0.479, 1.141, -2.439)
Cl (0.692, -2.969, 3.479)
Cl (-2.710, 1.293, -1.146)
H (0.451, -1.511, -1.113)
H (-0.886, -1.794, 0.071)
H (-1.281, -1.238, -1.555)
H (-0.925, 0.413, 0.843)
H (1.303, -0.196, 3.262)
H (1.235, 0.118, 0.995)
H (0.812, -2.206, 1.066)
H (1.426, 1.404, -0.246)
H (1.509, -0.147, -0.855)
H (-0.997, 3.280, -1.117)
H (-1.197, 1.422, -3.015)

Results of the Löwdin charge analysis, in e, for atoms 1 through 4: -0.05 -0.70 -0.33 -0.91



(4)
C4H5N3 | ωB97M-V/def2-TZVPD

Lowest unoccupied orbital energy in eV: 0.47
Energy above the lowest of the compared OMol25 structures with the same formula, charge and spin in kcal per mole: 93.9

Cartesian coordinates (Å):
N (0.967, 0.878, -1.719)
C (0.203, 0.663, -0.685)
C (0.310, -0.617, 0.018)
N (0.698, -0.356, 1.384)
C (-0.431, -0.159, 1.994)
N (-1.598, -0.143, 1.270)
C (-1.182, -0.333, 0.038)
H (1.777, 0.286, -1.853)
H (0.883, 1.707, -2.298)
H (0.717, -1.546, -0.394)
H (-0.461, 0.020, 3.060)
H (-1.866, -0.397, -0.800)

Results of the Löwdin charge analysis, in e, for atoms 1 through 4: 0.13 -0.11 -0.34 0.09



(5)
C16H9CoF2N5O2S2 | ωB97M-V/def2-TZVPD

Spin multiplicity: 2
Lowest unoccupied orbital energy (spin up / spin down) in eV: 4.65 / 4.65
Energy above the lowest of the compared OMol25 structures with the same formula, charge and spin in kcal per mole: 0.0
Total charge: -2

Cartesian coordinates (Å):
Co (0.335, -0.302, -0.854)
F (0.347, 4.544, 1.357)
C (-0.053, 3.243, 1.394)
C (0.364, 2.373, 0.414)
C (-0.048, 1.035, 0.448)
C (-0.903, 0.625, 1.504)
C (-1.279, 1.552, 2.464)
F (-2.103, 1.196, 3.499)
C (-0.877, 2.870, 2.444)
C (-1.323, -0.787, 1.464)
C (-2.059, -1.472, 2.434)
C (-2.346, -2.812, 2.242)
C (-1.898, -3.452, 1.095)
C (-1.175, -2.710, 0.175)
N (-0.906, -1.422, 0.356)
H (1.033, 2.714, -0.367)
H (-1.190, 3.567, 3.207)
H (-2.388, -0.962, 3.325)
H (-2.912, -3.355, 2.990)
H (-2.099, -4.498, 0.911)
H (-0.803, -3.125, -0.754)
N (-1.193, 0.629, -2.220)
N (-1.652, -0.279, -3.191)
C (-0.869, -1.481, -3.328)
O (-1.082, -2.113, -4.371)
O (-0.108, -1.771, -2.366)
H (-1.961, 1.071, -1.733)
H (-0.573, 1.342, -2.592)
H (-1.834, 0.124, -4.100)
S (2.262, -1.081, 0.462)
C (3.514, -0.103, -0.232)
C (4.807, -0.189, 0.401)
N (5.834, -0.254, 0.922)
C (3.362, 0.741, -1.297)
S (1.889, 0.930, -2.206)
C (4.494, 1.503, -1.754)
N (5.393, 2.110, -2.147)

Results of the Löwdin charge analysis, in e, for atoms 1 through 4: 0.07 0.02 -0.28 -0.04



(6)
C5H8O | ωB97M-V/def2-TZVPD

Lowest unoccupied orbital energy in eV: 1.11
Energy above the lowest of the compared OMol25 structures with the same formula, charge and spin in kcal per mole: 28.0
Structure (SMILES): C[C@@H]1C=CCO1

Cartesian coordinates (Å):
C (-0.718, 1.654, -0.521)
C (0.207, 0.436, -0.698)
C (-0.506, -0.870, -0.589)
C (-0.063, -1.581, 0.440)
C (1.017, -0.810, 1.162)
O (1.190, 0.383, 0.384)
H (-0.156, 2.337, 0.110)
H (-0.980, 2.183, -1.446)
H (-1.653, 1.403, -0.010)
H (0.683, 0.493, -1.701)
H (-1.269, -1.060, -1.336)
H (-0.417, -2.561, 0.755)
H (1.961, -1.385, 1.241)
H (0.708, -0.585, 2.202)

Results of the Löwdin charge analysis, in e, for atoms 1 through 4: -0.04 -0.36 -0.07 -0.06